(1)
Formula: C31H28N5O6SW
Source: the Open Molecules 2025 dataset
Level of theory: ωB97M-V with the def2-TZVPD basis set

Last column: Löwdin charge in e.
CARTESIAN COORDINATES (ANGSTROEM)
W -0.07 -0.28 1.06  2.062
O 0.18 -2.02 2.00  -0.238
C -0.59 -3.10 1.85  -0.297
C -1.02 -3.80 2.97  0.025
C -1.84 -4.89 2.81  -0.014
C -2.21 -5.35 1.53  -0.042
C -1.75 -4.70 0.42  0.000
C -0.95 -3.55 0.56  -0.140
C -0.34 -2.93 -0.56  -0.005
N 0.20 -1.75 -0.53  -0.095
N 0.96 -1.44 -1.63  0.113
C 1.47 -0.27 -1.44  -0.411
O 1.24 0.38 -0.32  -0.222
C 2.26 0.41 -2.48  -0.164
C 2.29 -0.09 -3.78  -0.018
C 3.01 0.58 -4.75  -0.060
C 3.70 1.74 -4.43  -0.062
C 3.68 2.24 -3.14  -0.058
C 2.95 1.58 -2.16  -0.019
H -0.74 -3.44 3.95  0.137
H -2.21 -5.40 3.69  0.123
H -2.86 -6.21 1.44  0.116
H -1.99 -5.06 -0.57  0.126
H -0.25 -3.48 -1.50  0.155
H 1.75 -1.00 -4.02  0.114
H 3.03 0.19 -5.76  0.111
H 4.27 2.26 -5.20  0.111
H 4.22 3.14 -2.89  0.111
H 2.92 1.96 -1.15  0.118
S 1.73 3.58 2.85  1.105
C 0.19 4.04 2.29  -0.372
C -0.49 3.01 1.71  -0.191
C 0.29 1.81 1.63  -0.263
C 1.50 2.00 2.22  -0.520
C 2.43 0.91 2.43  -0.257
C 3.69 1.03 3.01  0.006
C 4.47 -0.10 3.13  -0.018
C 3.99 -1.32 2.68  -0.022
C 2.73 -1.37 2.14  -0.071
N 1.96 -0.28 2.03  -0.007
H -0.16 5.05 2.44  0.081
H -1.49 3.15 1.35  0.085
H 4.04 1.99 3.34  0.113
H 5.46 -0.02 3.57  0.124
H 4.58 -2.22 2.74  0.118
H 2.31 -2.30 1.78  0.120
O -2.18 -0.84 4.45  0.188
C -1.85 -0.60 3.34  -0.484
O -0.79 0.09 2.94  -0.153
C -2.64 -1.10 2.11  -0.424
O -3.72 -1.57 2.07  0.215
O -1.88 -0.87 0.98  -0.252
C -0.82 2.12 -1.38  -0.112
C -1.69 2.70 -2.52  -0.131
N -3.02 2.09 -2.53  -0.150
C -2.87 0.67 -2.82  -0.130
C -1.86 0.00 -1.86  -0.128
N -1.49 0.94 -0.76  -0.159
C -2.80 1.38 -0.17  -0.124
C -3.59 2.22 -1.20  -0.130
H -0.62 2.85 -0.61  0.098
H 0.14 1.80 -1.78  0.096
H -1.23 2.54 -3.49  0.125
H -1.81 3.78 -2.39  0.124
H -2.52 0.56 -3.85  0.124
H -3.85 0.20 -2.75  0.126
H -0.95 -0.28 -2.39  0.103
H -2.28 -0.89 -1.39  0.111
H -2.61 1.92 0.74  0.093
H -3.36 0.49 0.08  0.111
H -3.60 3.28 -0.92  0.125
H -4.63 1.88 -1.23  0.127

## Properties
Orbital gap: 6.07 eV
E_tot: -2388.4648 hartree
Net charge: +1
E_LUMO: -5.11 eV
Relative energy (zero: lowest compared OMol25 entry of this formula, charge and spin): 15.0 kcal per mole
Largest force on an atom: 0.6 eV/A
Highest occupied orbital energy: -11.19 eV

(2)
Formula: C31H29BaN5O3PS6Sb
Source: the Open Molecules 2025 dataset
Level of theory: ωB97M-V with the def2-TZVPD basis set

Last column: Mulliken spin population.
CARTESIAN COORDINATES (ANGSTROEM)
Ba 0.64 0.73 -0.01  0.036
N 8.02 3.33 -0.54  0.000
C 6.97 2.42 -0.62  0.000
C 5.65 2.86 -0.46  0.007
C 4.60 1.97 -0.50  -0.021
C 4.86 0.61 -0.68  0.003
C 6.15 0.16 -0.82  -0.001
C 7.21 1.06 -0.80  0.000
S 3.52 -0.53 -0.72  -0.010
O 4.03 -1.83 -1.07  0.001
O 2.55 0.04 -1.66  0.000
N 2.99 -0.42 0.79  0.000
C 2.21 -1.43 1.28  0.000
N 2.22 -1.60 2.61  0.000
C 1.46 -2.57 3.10  0.000
C 0.69 -3.40 2.30  0.000
C 0.66 -3.08 0.96  0.000
N 1.38 -2.10 0.44  0.000
H 7.78 4.28 -0.74  0.000
H 8.87 3.04 -1.01  0.000
H 5.44 3.92 -0.32  0.001
H 3.59 2.34 -0.39  0.012
H 6.33 -0.90 -0.96  0.000
H 8.23 0.71 -0.91  0.000
H 1.46 -2.67 4.18  0.000
H 0.09 -4.20 2.72  0.000
H 0.00 -3.61 0.27  0.000
S -2.04 5.27 -0.72  0.266
Sb -0.91 4.19 0.94  0.333
S 1.34 3.79 0.32  0.160
S -1.86 2.11 1.47  0.199
S 0.13 0.05 5.27  0.000
C 1.08 1.25 4.64  -0.001
N 2.24 1.09 3.99  0.001
C 2.83 2.26 3.35  -0.012
C 2.23 3.49 4.03  0.011
S 0.65 2.94 4.75  0.005
H 2.49 0.15 3.68  0.000
H 2.59 2.30 2.28  0.000
H 3.91 2.24 3.46  0.000
H 2.03 4.27 3.29  0.000
H 2.87 3.88 4.82  -0.002
O -1.47 -0.86 -0.11  -0.001
P -2.73 -0.99 -0.90  -0.010
C -4.18 -0.67 0.11  -0.001
C -5.44 -0.46 -0.46  -0.001
C -6.53 -0.21 0.36  0.001
C -6.36 -0.15 1.74  -0.001
C -5.11 -0.34 2.30  0.002
C -4.01 -0.61 1.49  0.022
C -2.82 0.13 -2.31  -0.012
C -3.07 -0.31 -3.61  0.000
C -3.12 0.60 -4.65  0.000
C -2.92 1.95 -4.40  0.005
C -2.68 2.40 -3.11  0.000
C -2.64 1.50 -2.06  0.008
C -2.86 -2.66 -1.57  0.000
C -1.70 -3.18 -2.16  -0.003
C -1.70 -4.47 -2.67  0.000
C -2.86 -5.24 -2.60  0.000
C -4.00 -4.73 -2.01  0.000
C -4.00 -3.44 -1.50  0.000
H -5.56 -0.47 -1.54  0.000
H -7.50 -0.03 -0.08  0.000
H -7.21 0.07 2.37  0.000
H -4.97 -0.26 3.37  0.000
H -3.02 -0.72 1.91  -0.010
H -3.21 -1.37 -3.81  0.000
H -3.30 0.25 -5.66  0.001
H -2.94 2.66 -5.23  0.000
H -2.53 3.45 -2.89  0.024
H -2.49 1.86 -1.05  -0.009
H -0.80 -2.59 -2.19  0.000
H -0.81 -4.87 -3.12  0.000
H -2.86 -6.25 -3.00  0.000
H -4.90 -5.34 -1.95  0.000
H -4.89 -3.05 -1.02  0.000

## Properties
Multiplicity: 2
Orbital gap (spin up / spin down): 5.98 / 6.30 eV
E_tot: -4694.7572 hartree
Net charge: -1
E_LUMO (spin up / spin down): 2.07 / 1.64 eV
Relative energy (zero: lowest compared OMol25 entry of this formula, charge and spin): 22.9 kcal per mole
Largest force on an atom: 1.4 eV/A
Highest occupied orbital energy (spin up / spin down): -3.91 / -4.66 eV

(3)
Formula: C31H29Br2N2
Source: the Open Molecules 2025 dataset
Level of theory: ωB97M-V with the def2-TZVPD basis set

Last column: Löwdin charge in e.
CARTESIAN COORDINATES (ANGSTROEM)
Br 6.63 1.12 1.60  0.756
C 4.97 0.70 2.37  -0.692
C 4.91 0.04 3.62  -0.117
C 3.68 -0.30 4.16  -0.034
C 2.47 -0.01 3.49  -0.231
C 1.19 -0.33 4.10  -0.056
C 0.00 -0.27 3.45  -0.074
C -1.30 -0.40 4.18  -0.158
C -2.45 0.26 3.43  -0.250
C -3.33 1.07 4.15  -0.050
C -4.47 1.58 3.54  -0.108
C -4.74 1.24 2.20  -0.693
Br -6.28 1.91 1.35  0.760
C -3.79 0.53 1.43  -0.104
C -2.64 0.03 2.06  -0.040
C 2.55 0.59 2.21  -0.023
C 3.78 0.94 1.65  -0.112
H 5.84 -0.18 4.14  0.102
H 3.64 -0.76 5.15  0.111
H 1.24 -0.70 5.13  0.117
H -0.10 -0.21 2.36  0.098
H -1.26 -0.15 5.26  0.138
H -3.11 1.29 5.20  0.122
H -5.14 2.22 4.09  0.105
H -3.93 0.39 0.37  0.105
H -1.89 -0.51 1.47  0.101
H 1.62 0.84 1.68  0.108
H 3.83 1.41 0.67  0.104
C -1.67 -3.81 2.15  0.041
N -1.16 -3.88 3.52  0.015
C -1.86 -3.45 4.62  -0.157
H -1.53 -1.44 4.12  0.054
C -3.33 -3.45 4.69  -0.165
C -3.82 -4.77 4.85  -0.017
C -5.18 -5.01 4.93  -0.017
C -6.09 -3.95 4.85  -0.255
C -7.55 -4.23 4.94  -0.035
C -5.61 -2.65 4.68  -0.004
C -4.24 -2.39 4.63  0.019
N -1.06 -3.66 5.71  0.016
C -1.45 -3.36 7.08  0.035
C 0.02 -4.49 5.33  -0.130
C -0.04 -4.62 3.94  -0.127
C 0.56 -5.69 3.29  0.009
C 1.33 -6.57 4.06  -0.048
C 1.39 -6.44 5.46  -0.049
C 0.69 -5.42 6.12  0.006
H -1.05 -4.43 1.50  0.096
H -2.72 -4.17 2.11  0.114
H -1.61 -2.77 1.80  0.091
H -3.09 -5.59 4.91  0.138
H -5.52 -6.04 5.07  0.130
H -8.12 -3.30 4.88  0.082
H -7.84 -4.89 4.13  0.094
H -7.76 -4.72 5.89  0.094
H -6.29 -1.81 4.60  0.123
H -3.85 -1.38 4.55  0.092
H -0.78 -3.86 7.78  0.093
H -1.38 -2.27 7.26  0.107
H -2.49 -3.69 7.25  0.109
H 0.41 -5.80 2.22  0.113
H 1.89 -7.38 3.58  0.119
H 1.99 -7.15 6.04  0.119
H 0.63 -5.33 7.20  0.112

## Properties
Orbital gap: 7.08 eV
E_tot: -6455.9902 hartree
Net charge: +1
E_LUMO: -3.21 eV
Largest force on an atom: 2.5 eV/A
Highest occupied orbital energy: -10.29 eV

(4)
Formula: C31H29BrIrN3O2
Source: the Open Molecules 2025 dataset
Level of theory: ωB97M-V with the def2-TZVPD basis set

Last column: Mulliken spin population.
CARTESIAN COORDINATES (ANGSTROEM)
Ir -0.66 0.10 -0.43  0.518
O 0.13 -1.13 -1.85  -0.008
C -0.06 -0.95 -3.13  0.024
C 0.35 -2.01 -3.97  -0.007
C 0.23 -1.95 -5.33  0.007
C -0.30 -0.81 -5.96  0.001
C -0.70 0.24 -5.19  0.003
C -0.61 0.20 -3.77  0.006
C -1.05 1.38 -3.10  0.015
N -1.20 1.52 -1.82  0.033
C -1.34 2.84 -1.20  0.001
C -2.03 2.71 0.15  -0.004
N -1.82 1.34 0.70  0.017
C -2.64 0.94 1.60  -0.012
C -2.87 -0.45 1.90  0.024
C -3.46 -0.82 3.12  -0.028
C -3.82 -2.13 3.35  0.044
C -3.66 -3.07 2.33  -0.018
C -3.12 -2.72 1.11  0.031
C -2.69 -1.41 0.88  0.021
O -2.15 -1.13 -0.30  0.116
H 0.76 -2.89 -3.49  -0.001
H 0.56 -2.79 -5.93  0.000
H -0.38 -0.76 -7.04  0.000
H -1.12 1.13 -5.65  0.000
H -1.28 2.24 -3.73  0.004
H -1.89 3.53 -1.85  0.001
H -0.33 3.24 -1.06  0.000
H -3.10 2.85 0.04  0.002
H -1.64 3.45 0.85  0.001
H -3.27 1.68 2.09  0.002
H -3.61 -0.07 3.88  0.000
H -4.25 -2.42 4.30  0.002
H -3.96 -4.10 2.50  0.000
H -2.99 -3.44 0.31  0.000
Br 0.71 2.25 2.21  -0.001
C 0.16 0.66 3.11  -0.009
C -0.12 0.85 4.44  0.012
C -0.34 -0.25 5.29  -0.010
C -0.16 -1.51 4.80  0.020
C 0.12 -1.72 3.43  0.010
C 0.36 -3.05 2.98  0.047
C 0.64 -3.30 1.68  -0.018
C 0.55 -2.25 0.74  -0.009
C 0.24 -0.96 1.10  0.184
C 0.19 -0.63 2.51  0.019
H -0.13 1.85 4.84  0.000
H -0.57 -0.09 6.33  0.000
H -0.24 -2.37 5.44  0.000
H 0.34 -3.85 3.71  0.000
H 0.86 -4.30 1.34  0.002
H 0.64 -2.49 -0.31  0.008
C 4.13 2.55 0.04  0.000
C 3.61 1.75 -1.16  -0.004
C 4.41 0.45 -1.35  0.001
C 3.62 2.59 -2.44  0.000
C 2.22 1.36 -0.88  0.011
N 1.14 1.06 -0.67  -0.062
H 5.16 2.83 -0.16  0.000
H 4.09 1.97 0.95  0.000
H 3.55 3.47 0.18  0.000
H 5.45 0.72 -1.56  0.000
H 4.03 -0.13 -2.18  0.000
H 4.39 -0.16 -0.45  0.000
H 4.65 2.87 -2.67  0.000
H 3.04 3.50 -2.32  0.000
H 3.22 2.02 -3.29  0.000

## Properties
Multiplicity: 2
Orbital gap (spin up / spin down): 7.70 / 5.37 eV
E_tot: -4191.5871 hartree
Net charge: +1
E_LUMO (spin up / spin down): -2.76 / -5.04 eV
Relative energy (zero: lowest compared OMol25 entry of this formula, charge and spin): 10.4 kcal per mole
Largest force on an atom: 0.3 eV/A
Highest occupied orbital energy (spin up / spin down): -10.46 / -10.40 eV